Below is a molecular structure, C11H5NNdO4 in a non-equilibrium geometry, with properties calculated with ωB97M-V with the def2-TZVPD basis set.

Last column: Mulliken spin population.
Geometry (Å):
O1 0.11 -1.73 -4.28  0.00
C1 0.53 -0.89 -3.60  -0.01
Nd1 1.70 0.77 -2.26  3.03
O2 -3.27 0.14 -5.81  0.00
C2 -2.28 0.23 -5.25  0.00
C3 2.56 0.04 -4.51  -0.01
O3 3.01 -0.34 -5.51  0.00
C4 0.30 2.34 -3.47  0.00
O4 -0.34 3.10 -4.06  0.00
N1 0.21 0.11 -0.61  0.00
C5 0.00 -0.12 0.53  0.00
C6 -0.11 -0.27 1.91  0.00
C7 -1.37 -0.13 2.53  0.00
C8 -1.46 -0.18 3.92  0.00
C9 -0.31 -0.36 4.69  0.00
C10 0.94 -0.53 4.08  0.00
C11 1.04 -0.51 2.70  0.00
H1 -2.26 0.03 1.91  0.00
H2 -2.44 -0.05 4.39  0.00
H3 -0.40 -0.34 5.77  0.00
H4 1.82 -0.67 4.70  0.00
H5 2.01 -0.65 2.23  0.00

Results
<S²>: 3.754
Spin multiplicity: 4
LUMO energy (spin up / spin down), eV: -14.4 / -14.3
Maximum force, Eh/bohr: 0.1529
Relative energy (zero: lowest compared OMol25 entry of this formula, charge and spin), kJ/mol: 33.4
HOMO energy (spin up / spin down), eV: -18.65 / -18.65
Net charge: +3
Kohn-Sham gap (spin up / spin down), eV: 4.203 / 4.353



Below is 19 unconnected molecules or ions with the total composition C11H60NO18 in a non-equilibrium geometry, with properties calculated with ωB97M-V with the def2-TZVPD basis set.

Last column: Löwdin charge in e.
Geometry (Å):
C1 0.01 -2.87 3.02  -0.03
C2 0.36 -2.35 1.56  -0.21
C3 -0.02 -0.95 1.35  -0.22
C4 0.44 -0.34 0.06  -0.05
N1 0.06 1.15 -0.15  -0.18
C5 0.77 1.61 -1.41  -0.06
C6 2.17 2.14 -0.94  -0.13
C7 2.21 2.18 0.54  -0.13
C8 0.74 2.03 0.86  -0.11
C9 -1.41 1.31 -0.22  -0.15
C10 -2.12 0.55 -1.34  -0.23
C11 -3.56 1.14 -1.77  -0.08
H1 -0.99 -2.61 3.09  0.03
H2 0.65 -2.40 3.60  0.01
H3 -0.12 -4.01 3.05  0.10
H4 0.07 -2.98 0.80  0.09
H5 1.53 -2.33 1.49  0.14
H6 0.22 -0.34 2.03  0.03
H7 -1.19 -1.03 1.33  0.14
H8 0.11 -0.79 -0.85  0.12
H9 1.51 -0.44 0.22  0.13
H10 0.24 2.55 -1.72  0.12
H11 0.55 1.08 -2.38  0.12
H12 2.29 3.12 -1.21  0.09
H13 2.92 1.69 -1.52  0.10
H14 2.47 3.20 0.77  0.11
H15 2.70 1.30 1.03  0.13
H16 0.30 3.14 0.74  0.16
H17 0.66 1.76 1.81  0.05
H18 -1.72 2.36 -0.31  0.12
H19 -1.90 0.86 0.77  0.14
H20 -2.29 -0.65 -1.31  0.16
H21 -1.37 0.34 -2.17  0.08
H22 -4.45 0.57 -2.37  0.12
H23 -3.34 2.17 -2.15  0.04
H24 -4.17 1.40 -0.83  0.07
O1 3.52 -3.71 2.88  -0.08
H25 3.00 -4.44 2.62  -0.06
H26 3.06 -3.35 3.67  -0.01
O2 -2.99 5.20 -2.17  -0.08
H27 -2.12 4.82 -1.72  0.06
H28 -3.55 5.02 -1.46  0.00
O3 4.77 1.92 -4.81  -0.19
H29 3.95 1.50 -4.28  0.05
H30 5.71 1.68 -4.40  0.08
O4 -3.03 -3.73 1.02  0.00
H31 -3.18 -3.01 1.39  -0.16
H32 -3.87 -4.37 1.21  0.16
O5 1.05 1.75 4.25  0.00
H33 0.18 1.40 4.35  -0.03
H34 1.15 2.48 4.78  0.00
O6 2.60 -2.37 -1.96  -0.12
H35 2.98 -3.27 -1.92  0.04
H36 3.25 -1.74 -1.40  0.06
O7 -5.56 -0.76 -4.76  -0.01
H37 -6.28 -0.27 -4.32  0.05
H38 -5.59 -1.60 -4.47  -0.03
O8 -3.67 -0.58 1.76  -0.09
H39 -3.48 -0.72 2.72  0.04
H40 -3.91 0.41 1.81  0.09
O9 -0.17 -0.32 -4.61  0.00
H41 -0.30 0.63 -4.51  0.06
H42 -1.04 -0.52 -4.72  0.00
O10 2.78 -3.36 5.48  -0.15
H43 2.21 -4.29 5.53  0.15
H44 2.18 -2.65 5.91  0.09
O11 4.29 -0.82 -0.27  -0.06
H45 4.79 -0.09 0.08  0.06
H46 4.57 -1.56 0.33  0.09
O12 -3.04 4.10 -4.72  -0.09
H47 -3.01 4.18 -3.70  0.00
H48 -3.98 4.20 -4.66  0.00
O13 -1.16 0.30 4.01  0.08
H49 -1.66 -0.18 4.53  0.00
H50 -1.71 0.80 3.52  0.01
O14 1.06 5.80 1.32  0.06
H51 1.92 5.76 1.57  0.01
H52 0.64 5.35 1.95  -0.01
O15 -0.48 -6.22 0.69  -0.03
H53 -0.87 -5.71 1.33  -0.02
H54 -0.97 -7.09 0.60  0.10
O16 2.60 -0.01 -4.18  -0.13
H55 1.68 -0.08 -4.46  -0.03
H56 2.87 -1.04 -3.93  0.14
O17 -0.64 4.86 -0.82  -0.05
H57 -0.42 5.44 -0.14  -0.01
H58 -0.19 5.03 -1.73  0.14
O18 2.31 -5.90 1.62  -0.11
H59 2.04 -6.63 2.33  0.13
H60 1.36 -5.79 1.39  0.00

Results
LUMO energy, eV: -3.0
Maximum force, Eh/bohr: 0.2763
Relative energy (zero: lowest compared OMol25 entry of this formula, charge and spin), kJ/mol: 300.7
HOMO energy, eV: -12.04
Net charge: +1
Kohn-Sham gap, eV: 9.042



Below is 22 unconnected molecules or ions with the total composition C11H66NO21 in a non-equilibrium geometry, with properties calculated with ωB97M-V with the def2-TZVPD basis set.

Last column: Löwdin charge in e.
Geometry (Å):
C1 1.04 4.08 -0.47  -0.10
C2 -0.35 3.39 -0.49  -0.23
C3 -0.24 2.04 0.26  -0.19
C4 0.46 0.91 -0.55  -0.06
N1 0.24 -0.49 0.08  -0.17
C5 0.98 -0.63 1.38  -0.07
C6 1.16 -2.15 1.57  -0.18
C7 1.23 -2.78 0.20  -0.10
C8 0.88 -1.53 -0.73  -0.08
C9 -1.16 -0.81 0.28  -0.16
C10 -2.11 -0.77 -0.87  -0.12
C11 -3.70 -1.10 -0.64  -0.03
H1 1.22 4.57 0.51  0.09
H2 0.99 4.85 -1.06  -0.02
H3 2.01 3.45 -0.74  0.11
H4 -0.86 3.25 -1.59  0.15
H5 -1.12 4.07 -0.11  0.10
H6 -1.23 1.77 0.27  0.04
H7 0.01 2.12 1.43  0.17
H8 1.57 1.01 -0.61  0.13
H9 0.09 1.18 -1.70  0.19
H10 0.45 -0.20 2.41  0.19
H11 1.79 0.07 1.41  0.10
H12 0.49 -2.65 2.26  0.08
H13 1.96 -2.50 2.26  0.10
H14 0.52 -3.63 0.20  0.10
H15 2.22 -3.28 0.06  0.10
H16 0.38 -2.00 -1.58  0.13
H17 1.83 -1.29 -1.00  0.08
H18 -1.62 -0.26 1.14  0.15
H19 -1.30 -1.63 0.70  0.04
H20 -1.81 -1.56 -1.64  0.13
H21 -2.39 0.13 -1.24  0.05
H22 -4.00 -2.05 0.04  0.14
H23 -4.26 -1.18 -1.43  -0.03
H24 -4.02 -0.25 -0.20  0.00
O1 4.34 -0.32 0.93  0.01
H25 4.33 -0.92 0.25  -0.06
H26 4.11 -0.69 1.73  -0.01
O2 -4.15 2.69 -1.16  -0.07
H27 -3.95 2.89 -2.10  0.07
H28 -5.05 2.32 -1.06  0.05
O3 -0.64 8.01 -0.73  -0.07
H29 -0.14 8.39 -1.53  0.10
H30 -0.90 7.11 -0.97  0.03
O4 0.20 7.42 2.03  -0.07
H31 1.10 7.18 1.96  -0.01
H32 -0.09 7.64 1.10  0.01
O5 3.15 5.20 -3.27  -0.01
H33 2.55 4.49 -3.30  0.00
H34 2.64 5.92 -2.94  0.04
O6 3.31 -4.58 -2.04  -0.09
H35 3.89 -5.23 -1.49  0.11
H36 3.80 -4.61 -2.88  0.06
O7 -6.97 -0.35 -1.24  -0.05
H37 -7.03 -0.74 -0.41  0.00
H38 -6.91 0.67 -1.06  0.09
O8 1.10 -2.70 4.61  -0.12
H39 0.90 -3.71 4.81  0.12
H40 1.77 -2.41 5.29  0.07
O9 -0.67 1.34 4.54  -0.04
H41 -0.32 2.18 4.58  -0.01
H42 -1.64 1.57 4.62  0.07
O10 -4.95 -1.79 -4.15  -0.09
H43 -5.48 -1.16 -3.61  0.02
H44 -5.72 -2.23 -4.59  0.06
O11 4.49 4.73 -0.36  -0.05
H45 4.60 5.76 -0.36  0.12
H46 4.20 4.58 -1.21  -0.05
O12 -2.97 -1.66 3.12  -0.01
H47 -3.73 -1.78 3.59  0.02
H48 -2.26 -1.29 3.70  0.10
O13 -4.17 2.51 1.86  -0.10
H49 -3.90 2.28 0.96  -0.02
H50 -5.19 2.60 1.85  0.08
O14 -1.02 -1.63 -4.30  -0.14
H51 -0.94 -1.87 -5.35  0.16
H52 -0.74 -2.52 -3.95  0.07
O15 1.53 -0.77 -3.91  -0.10
H53 2.15 -1.11 -4.63  0.09
H54 0.59 -0.81 -3.95  -0.05
O16 4.73 -2.66 3.09  -0.05
H55 3.92 -3.07 3.30  -0.03
H56 5.13 -2.49 4.00  0.10
O17 0.10 -6.11 -1.85  -0.10
H57 -0.07 -6.20 -0.94  -0.08
H58 0.94 -6.59 -2.25  0.11
O18 -0.12 -6.15 0.84  -0.06
H59 -0.50 -5.61 1.60  0.07
H60 0.82 -5.98 0.97  0.05
O19 3.77 2.42 1.40  -0.06
H61 3.84 3.16 0.78  -0.01
H62 4.18 1.59 1.32  -0.04
O20 4.55 -2.11 -1.06  -0.04
H63 5.14 -2.77 -0.73  0.05
H64 3.81 -2.68 -1.37  0.02
O21 -2.11 -4.03 2.27  -0.04
H65 -2.27 -4.32 1.39  0.02
H66 -2.45 -3.16 2.45  -0.04

Results
LUMO energy, eV: -2.3
Maximum force, Eh/bohr: 0.1742
Relative energy (zero: lowest compared OMol25 entry of this formula, charge and spin), kJ/mol: 47.7
HOMO energy, eV: -12.13
Net charge: +1
Kohn-Sham gap, eV: 9.833



Below is a molecular structure, C11H6N2O4Zn in a non-equilibrium geometry, with properties calculated with ωB97M-V with the def2-TZVPD basis set.

Last column: Löwdin charge in e.
Geometry (Å):
Zn1 -0.06 0.67 0.72  0.63
O1 -0.43 -4.02 -3.11  0.04
C1 -0.05 -3.32 -2.30  0.00
C2 -1.05 0.38 2.40  0.08
O2 -1.61 -0.15 3.26  0.25
C3 0.54 2.12 -0.66  0.09
O3 0.85 2.63 -1.65  0.23
C4 -2.01 0.33 -0.59  0.09
O4 -2.98 0.19 -1.18  0.21
N1 3.75 0.25 2.38  0.16
C5 2.58 0.73 1.90  -0.16
N2 1.94 -0.20 1.17  0.02
C6 2.76 -1.35 1.16  -0.20
C7 2.67 -2.63 0.58  0.00
C8 3.69 -3.56 0.83  -0.04
C9 4.80 -3.26 1.65  -0.03
C10 4.92 -1.97 2.20  0.02
C11 3.90 -1.07 1.93  -0.18
H1 4.40 0.78 2.96  0.19
H2 2.23 1.74 2.10  0.14
H3 1.83 -2.88 -0.07  0.08
H4 3.65 -4.56 0.41  0.12
H5 5.58 -4.01 1.85  0.13
H6 5.75 -1.65 2.84  0.13

Results
LUMO energy, eV: -9.1
Maximum force, Eh/bohr: 0.1304
Relative energy (zero: lowest compared OMol25 entry of this formula, charge and spin), kJ/mol: 64.8
HOMO energy, eV: -15.14
Net charge: +2
Kohn-Sham gap, eV: 6.007